C43H42AsBrCaCl3N11O4S5Se | ωB97M-V/def2-TZVPD

Element x y z (Å)
Cl (-4.09760, 8.15968, 0.10077)
H (6.20209, -0.00940, 1.41926)
H (-2.66871, -5.63011, 3.63092)
C (-1.95038, -2.87154, -0.05860)
H (-0.20895, 7.13369, -1.07716)
C (1.15321, -0.46544, -3.44653)
H (6.18805, 1.88806, -2.58592)
H (1.60410, 5.94589, -0.39109)
C (-1.13887, -6.37533, 2.33383)
C (-0.74390, -7.50330, 3.25329)
C (4.87818, -3.72153, 1.06537)
C (-3.58524, 5.64690, 1.23475)
C (-5.61366, 4.88954, 2.10808)
C (-0.22477, 4.49691, -4.15916)
C (-2.31792, 3.85365, -3.17758)
Cl (-1.77462, 2.85627, -5.63595)
N (1.21725, 2.12858, 0.28850)
H (0.22755, -7.91172, 2.97187)
O (2.83517, -1.70389, -6.35475)
C (-0.79463, -5.08843, 0.30743)
H (-3.24780, 3.30385, -3.23407)
Se (5.17294, -2.30249, -2.64080)
H (-5.24086, 0.76866, 0.06337)
C (-0.80640, 5.29793, -1.93525)
C (-0.50316, 6.14793, -0.70939)
H (-6.36456, 4.28467, 2.59312)
H (1.62953, -3.32421, 2.01082)
C (0.76229, 3.75674, 1.77039)
C (-0.11141, -4.96379, -1.02656)
C (1.01678, 3.24583, -0.34995)
H (-0.67105, -7.14350, 4.28103)
H (3.00944, -3.60039, -4.47898)
As (-0.48108, -2.17727, 4.56951)
H (0.57597, 4.36195, 2.64334)
H (1.15254, 1.68605, 2.39263)
H (0.04496, -3.92676, -1.29630)
H (-2.73146, 4.65277, -1.25447)
C (0.05485, 5.24297, -3.02663)
H (3.34912, -2.51433, -6.44249)
S (-2.38251, -2.19073, 5.43325)
C (-4.41824, 6.67196, 0.90852)
H (-4.33703, -0.69736, -0.43364)
S (0.87810, -3.69474, 4.92894)
Cl (1.54102, 6.16717, -3.04712)
C (-2.50618, 0.73315, 0.73117)
C (-3.62983, -3.53291, 2.34048)
S (-0.34815, -1.12416, 2.57823)
S (-6.03447, 6.39601, 1.42249)
H (-4.26971, -0.49604, 3.12855)
C (2.52620, -3.29210, 1.40792)
H (0.85917, -5.46131, -1.01759)
C (-1.76621, -4.16694, 0.71845)
C (0.68765, 5.68898, 0.13698)
N (0.74106, 4.28204, 0.49222)
N (1.21785, -1.38621, -2.51900)
H (-4.53664, -4.13337, 2.45509)
H (3.75467, -4.21222, 2.85399)
H (5.82832, -4.09896, 1.42661)
H (0.66691, 6.27599, 1.05416)
N (3.42701, -2.20474, -1.91348)
H (1.79222, -3.38212, -2.32588)
C (-1.41669, 3.80033, -4.22292)
C (1.03433, 2.43097, 1.62010)
Br (-0.03581, 0.99830, -2.98581)
H (2.77479, 1.02504, -1.79389)
C (3.72037, -3.77897, 1.86098)
H (0.47870, 4.46355, -4.97914)
N (5.83119, -3.02012, -1.07523)
H (1.58153, 0.37015, -5.38859)
H (0.27423, -6.86865, 0.80135)
S (0.34844, -0.10618, 4.35979)
H (-4.42148, 1.26600, 2.94288)
O (-1.66055, 6.43316, 0.05711)
H (-2.83312, 0.49989, 3.21780)
H (-3.83282, -2.74909, 1.61902)
N (-1.57530, 1.22921, 0.24786)
C (-2.10647, 5.49305, 1.01802)
Ca (0.79628, -1.01066, -0.32029)
H (-5.39685, -0.74644, 0.97717)
C (4.81618, -3.15948, -0.22228)
H (-1.59773, 5.66789, 1.97240)
N (-3.59160, 0.22324, 1.28667)
H (4.61962, 1.75109, -3.19122)
N (2.42059, -2.73014, 0.15738)
C (2.20766, -2.46813, -2.73875)
C (5.42655, 0.24998, 0.70862)
H (-3.81394, 3.71966, 2.28449)
C (-2.00698, 4.60189, -2.05362)
H (3.84417, -0.76162, 1.77450)
C (4.85537, 1.21032, -1.25180)
C (4.12724, -0.16868, 0.91164)
H (-3.39667, -3.09847, 3.31470)
C (3.49211, -2.71077, -0.61430)
O (-0.94625, -2.06093, 0.04317)
H (-0.72823, -5.41684, -1.80959)
C (2.58067, -2.65293, -4.17673)
N (3.17348, 0.12587, 0.02065)
O (-2.99499, -2.63938, -0.65984)
C (3.53544, 0.80543, -1.04847)
C (-3.79486, 0.39188, 2.72381)
H (-1.89090, 4.45907, 0.73483)
C (-2.14969, -5.49754, 2.68589)
C (-0.49818, -6.17447, 1.11948)
C (1.72790, -0.43787, -4.68941)
H (-1.47552, -8.31652, 3.22828)
N (5.80151, 0.95030, -0.36495)
C (-4.29989, 4.62044, 1.93619)
N (5.20142, 1.93371, -2.38866)
C (-2.49268, -4.41028, 1.88710)
C (-4.70778, -0.12272, 0.41297)
H (1.09384, 3.37208, -1.42096)
C (2.41322, -1.64208, -5.04540)

Calculated values
Molar mass   1317.44 g/mol
Gap between HOMO and LUMO   3.56 eV
E_HOMO   -0.63 eV
Calculated total energy   -13827.641317 a.u.
ΔE to the lowest compared entry with this formula, charge and spin   259.00 kJ/mol
Net charge   -2

Here are the Mulliken charges for atoms 1 to 5, given in e: number 1, Cl, carries -0.233; number 2, H, carries 0.393; number 3, H, carries 0.278; number 4, C, carries -1.199; number 5, H, carries 0.426